(1)
Entry from the Open Molecules 2025 dataset: an isolated molecule of C8H12O4S (ωB97M-V with the def2-TZVPD basis set).

Calculated values
Kohn-Sham gap	9.5	eV
HOMO	-8.89	eV

Geometry as XYZ:
```
25
Properties=species:S:1:pos:R:3:mulliken_charge:R:1
C -2.99 0.44 -0.62 -0.32
O -2.59 -0.17 -1.82 -0.40
C -1.32 -0.70 -1.65 -0.76
C -1.04 -1.36 -0.31 -0.03
S 0.59 -2.02 -0.08 -0.29
C 1.23 -0.85 0.95 0.41
C 2.54 -0.52 0.43 -0.98
O 2.99 0.82 0.72 -0.38
C 2.05 1.77 0.13 -0.33
O 0.77 1.23 -0.22 -0.39
C 0.32 0.40 0.94 -0.23
C -1.09 -0.13 0.70 -0.20
O -1.91 0.91 0.18 -0.45
H -3.39 1.40 -0.81 0.33
H -3.59 -0.30 -0.12 0.35
H -0.60 0.02 -1.75 0.47
H -1.28 -1.49 -2.38 0.40
H -1.77 -2.24 -0.09 0.35
H 1.52 -1.16 1.97 0.36
H 2.63 -0.61 -0.73 0.33
H 3.27 -1.02 0.95 0.45
H 2.11 2.73 0.83 0.20
H 2.56 2.14 -0.75 0.32
H 0.36 1.19 1.83 0.50
H -1.38 -0.49 1.72 0.31
```

=====

(2)
Entry from the Open Molecules 2025 dataset: a cluster of 2 separate species, C7H12BrN2O in total (ωB97M-V with the def2-TZVPD basis set).

Calculated values
Kohn-Sham gap	9.2	eV
net charge	+1
HOMO	-12.61	eV

Geometry as XYZ:
```
23
Properties=species:S:1:pos:R:3:mulliken_charge:R:1
C -0.08 0.31 -1.79 -0.34
C 0.19 -1.02 -1.82 -0.47
C 2.18 0.17 1.21 0.15
C -0.21 -0.44 0.30 -0.67
C -2.14 1.78 0.65 -1.43
C 0.22 -2.90 -0.19 -0.91
C -0.81 1.92 0.02 -0.23
N -0.28 0.64 -0.44 0.37
N 0.07 -1.48 -0.52 0.30
O 3.15 1.05 1.31 -0.31
Br 2.46 -1.18 2.51 -0.10
H -0.29 1.10 -2.43 0.45
H 0.69 -1.52 -2.59 0.44
H -0.60 -0.55 1.25 0.54
H -2.83 1.19 0.02 0.36
H -2.17 1.52 1.68 0.43
H -2.58 2.68 0.71 0.49
H 1.13 -2.99 0.20 0.42
H -0.63 -3.28 0.50 0.30
H 0.14 -3.60 -1.08 0.33
H -0.77 2.57 -0.93 0.32
H 0.01 2.25 0.68 0.20
H 3.14 1.76 0.75 0.35
```

=====

(3)
Entry from the Open Molecules 2025 dataset: the ion C4H7N2O3S with charge +1 (ωB97M-V with the def2-TZVPD basis set).

Calculated values
Kohn-Sham gap	9.3	eV
net charge	+1
HOMO	-14.09	eV

Geometry as XYZ:
```
17
Properties=species:S:1:pos:R:3:mulliken_charge:R:1
C 0.61 0.97 0.29 -0.19
C 0.41 1.07 -1.15 -0.02
C -1.02 0.08 1.98 0.26
C -0.69 0.64 -3.11 -0.61
N -0.16 0.47 1.10 -0.01
N -0.57 0.51 -1.71 -0.27
O 0.97 -2.03 3.29 -0.38
O -1.25 -1.11 2.30 -0.41
O 0.63 -2.13 0.74 -0.36
S 0.10 -2.46 2.02 0.78
H 1.66 1.16 0.59 0.34
H 1.28 1.34 -1.61 0.36
H -1.64 0.90 2.45 0.36
H -1.55 1.21 -3.23 0.28
H 0.28 1.19 -3.59 0.26
H -0.83 -0.31 -3.69 0.25
H 1.77 -1.52 3.31 0.37
```

=====

(4)
Entry from the Open Molecules 2025 dataset: a structure of composition C40H92B2Br4F8LiO18Ti (ωB97M-V with the def2-TZVPD basis set).

Calculated values
Kohn-Sham gap (alpha / beta)	4.5 / 9.3	eV
multiplicity	4
HOMO (alpha / beta)	-4.31 / -9.09	eV

Geometry as XYZ:
```
166
Properties=species:S:1:pos:R:3:mulliken_charge:R:1
Ti 13.29 20.11 12.62 1.03
Li 14.55 22.62 14.41 0.35
B 16.12 21.00 11.39 0.28
F 17.12 20.08 11.15 -0.35
F 15.40 20.70 12.68 -0.44
F 16.59 22.31 11.31 -0.35
F 15.10 20.74 10.46 -0.29
B 11.45 22.69 14.19 -0.68
F 12.76 21.95 14.00 0.75
F 10.99 22.93 12.89 -0.07
F 10.56 21.83 14.81 -0.19
F 11.81 23.81 14.91 -0.01
C 10.11 10.09 15.27 -0.66
O 8.82 10.62 15.06 -0.39
C 8.13 11.21 16.16 -0.63
C 8.05 12.69 16.04 -0.25
O 9.34 13.24 16.31 -0.26
C 9.52 14.41 15.55 -0.27
C 10.96 14.61 15.19 -0.22
O 12.01 14.86 16.14 -0.37
C 11.84 15.98 17.01 -0.51
H 10.79 10.26 14.43 0.25
H 10.06 9.02 15.38 0.30
H 10.66 10.52 16.18 0.26
H 8.65 10.93 17.12 0.34
H 7.13 10.72 16.19 0.40
H 7.29 13.02 16.79 0.25
H 7.78 12.88 14.98 0.27
H 9.21 15.33 16.05 -0.12
H 8.91 14.42 14.67 0.50
H 10.90 15.46 14.43 0.00
H 11.28 13.78 14.61 0.36
H 10.90 16.04 17.61 0.26
H 11.89 16.86 16.41 0.06
H 12.68 15.89 17.68 0.34
C 14.86 16.81 14.98 -0.46
O 14.10 16.85 13.73 0.04
C 14.97 17.04 12.64 -0.45
C 14.22 17.10 11.33 -1.09
O 13.69 18.42 11.03 0.17
C 13.07 18.45 9.76 -0.64
C 12.73 19.93 9.47 -0.66
O 12.15 20.43 10.66 0.05
C 10.69 20.76 10.52 -0.65
H 14.13 16.96 15.73 -0.02
H 15.60 17.63 15.13 0.25
H 15.36 15.83 15.06 0.27
H 15.58 16.13 12.46 0.38
H 15.78 17.88 12.74 0.17
H 13.44 16.41 11.29 0.44
H 14.96 16.83 10.57 0.40
H 12.11 17.86 9.82 0.19
H 13.76 18.06 9.01 0.47
H 11.87 19.92 8.72 0.41
H 13.60 20.50 9.20 0.35
H 10.52 21.55 9.72 0.24
H 10.40 21.09 11.57 -0.23
H 10.20 19.84 10.22 0.50
C 12.17 28.59 11.65 -0.83
O 11.56 28.84 12.88 0.06
C 11.69 30.23 13.30 -1.01
C 11.16 30.47 14.63 0.31
O 9.75 30.44 14.61 -0.31
C 9.07 31.10 15.64 -0.85
C 9.25 30.57 17.05 -0.18
O 10.56 30.87 17.55 -0.37
C 10.79 30.01 18.68 -0.45
H 12.06 27.52 11.41 0.29
H 13.23 28.82 11.71 0.34
H 11.74 29.23 10.83 0.18
H 11.20 30.90 12.61 0.32
H 12.72 30.47 13.34 0.47
H 11.58 31.39 15.17 0.36
H 11.43 29.62 15.25 -0.23
H 8.04 31.14 15.32 0.44
H 9.35 32.19 15.74 0.32
H 9.05 29.51 17.05 0.16
H 8.55 31.00 17.80 0.40
H 10.60 28.96 18.42 0.09
H 10.22 30.17 19.58 0.37
H 11.83 30.11 18.92 0.24
C 7.97 18.59 8.40 -1.04
O 7.83 19.41 9.54 -0.05
C 6.81 20.36 9.44 -0.45
C 6.27 20.60 10.80 -0.67
O 7.23 21.15 11.70 -0.06
C 7.26 22.57 11.48 -0.84
C 7.41 23.37 12.73 0.50
O 6.38 23.07 13.61 -0.52
C 6.36 23.95 14.68 -0.57
H 8.08 19.22 7.50 0.39
H 7.08 18.02 8.26 0.40
H 8.81 17.92 8.38 0.24
H 5.96 19.96 8.80 0.47
H 7.14 21.29 8.98 0.26
H 5.86 19.67 11.24 0.33
H 5.28 21.25 10.69 0.35
H 6.37 22.83 10.92 0.63
H 8.13 22.82 10.83 0.10
H 7.36 24.42 12.40 0.18
H 8.35 23.16 13.26 -0.32
H 7.33 24.13 15.11 0.11
H 5.81 23.58 15.52 0.35
H 5.89 24.83 14.29 0.29
C 13.99 25.15 13.00 -1.12
O 14.75 24.43 13.98 0.55
C 16.05 25.07 14.08 -0.77
C 16.71 24.36 15.30 -0.55
O 16.58 23.00 15.12 -0.40
C 16.76 22.18 16.35 -0.84
C 15.52 22.00 17.07 -0.18
O 14.59 21.51 16.16 -0.05
C 13.35 21.00 16.80 -0.60
H 13.26 24.48 12.53 0.12
H 14.66 25.61 12.30 0.52
H 13.32 25.92 13.50 0.21
H 15.85 26.13 14.26 0.35
H 16.57 24.92 13.11 0.37
H 16.18 24.67 16.23 0.27
H 17.73 24.63 15.36 0.41
H 17.57 22.58 16.99 0.41
H 17.15 21.24 15.98 0.37
H 15.15 22.95 17.46 0.08
H 15.71 21.29 17.96 0.33
H 13.60 19.98 17.17 0.25
H 12.65 20.92 15.99 0.00
H 13.08 21.73 17.60 0.27
C 14.33 27.85 18.67 -0.65
O 14.21 26.43 18.46 -0.46
C 13.32 26.06 17.42 0.31
C 11.88 26.52 17.69 0.48
O 11.48 26.41 18.99 -0.23
C 11.53 25.17 19.55 -0.21
C 10.61 25.12 20.68 -0.74
O 9.40 25.74 20.31 -0.20
C 8.45 25.45 21.35 -0.85
H 14.66 28.30 17.74 0.31
H 15.16 27.93 19.34 0.34
H 13.46 28.32 19.16 0.10
H 13.29 24.87 17.49 -0.59
H 13.66 26.38 16.44 0.71
H 11.25 25.98 16.94 -0.85
H 11.80 27.50 17.32 0.35
H 12.58 24.97 19.81 0.26
H 11.27 24.46 18.76 0.15
H 11.08 25.52 21.61 0.36
H 10.41 24.06 20.82 0.39
H 8.01 24.46 21.21 0.32
H 7.59 26.12 21.29 0.22
H 8.94 25.52 22.30 0.33
Br 11.22 18.44 13.60 -0.24
C 9.34 18.52 12.88 0.52
C 8.36 19.06 13.90 -0.53
Br 8.17 17.84 15.51 -0.18
H 9.08 17.50 12.64 0.58
H 9.38 19.15 11.99 -0.87
H 7.30 19.04 13.57 0.35
H 8.70 19.98 14.30 0.15
Br 9.10 26.72 15.33 -0.15
C 8.83 26.93 13.43 -0.58
C 9.75 26.14 12.54 0.87
Br 9.29 26.83 10.74 -0.19
H 9.01 28.04 13.28 0.32
H 7.82 26.66 13.24 0.51
H 9.65 25.03 12.42 -0.21
H 10.84 26.39 12.58 -0.51
```

=====

(5)
Entry from the Open Molecules 2025 dataset: a structure of composition C7H20KO7S2 (ωB97M-V with the def2-TZVPD basis set).

Calculated values
Kohn-Sham gap	10.9	eV
net charge	+1
HOMO	-13.71	eV

Geometry as XYZ:
```
37
Properties=species:S:1:pos:R:3:mulliken_charge:R:1
K -21.20 -8.86 20.69 1.02
C -25.05 -10.38 19.40 -0.55
O -23.68 -10.12 19.75 -0.48
H -25.08 -10.51 18.32 0.26
H -25.38 -11.33 19.84 0.26
H -25.65 -9.54 19.73 0.20
H -23.12 -10.73 19.26 0.31
O -18.60 -9.09 19.90 -0.48
S -17.20 -8.97 19.53 0.95
O -16.72 -8.04 18.56 -0.56
O -16.35 -8.70 20.93 -0.29
C -15.06 -8.02 20.81 -0.30
C -15.27 -6.72 21.56 -1.13
C -16.57 -10.61 19.15 -0.93
H -14.77 -7.88 19.77 0.40
H -14.29 -8.60 21.31 0.32
H -14.37 -6.10 21.45 0.36
H -15.24 -6.85 22.65 0.32
H -16.17 -6.18 21.30 0.28
H -17.03 -10.87 18.20 0.37
H -17.03 -11.30 19.87 0.33
H -15.49 -10.61 19.18 0.32
O -21.23 -9.04 23.62 -0.64
S -21.56 -7.87 24.41 1.11
O -20.78 -6.67 24.25 -0.58
O -23.12 -7.65 24.06 -0.24
C -23.73 -6.38 24.33 -0.31
C -24.76 -6.43 25.46 -0.94
C -21.74 -8.34 26.16 -0.88
H -24.18 -6.03 23.40 0.33
H -23.02 -5.60 24.61 0.34
H -24.23 -6.69 26.38 0.21
H -25.63 -7.08 25.38 0.30
H -25.15 -5.41 25.54 0.35
H -22.28 -7.56 26.68 0.26
H -20.78 -8.51 26.64 0.37
H -22.29 -9.28 26.14 0.34
```

=====

(6)
Entry from the Open Molecules 2025 dataset: a structure of composition C4H12BN2O2 (ωB97M-V with the def2-TZVPD basis set).

Calculated values
Kohn-Sham gap	9.7	eV
net charge	+1
HOMO	-12.76	eV

Geometry as XYZ:
```
21
Properties=species:S:1:pos:R:3:mulliken_charge:R:1
B 0.72 -2.10 -1.86 0.57
C 0.89 1.13 1.00 -0.64
C -0.52 1.68 0.81 -0.58
C -1.06 -0.36 -0.43 -0.82
C 0.34 -0.84 -0.20 -0.40
N 1.22 0.30 -0.14 -0.33
N -1.47 0.54 0.71 -0.09
O -0.40 -2.46 -2.45 -0.39
O 1.95 -2.42 -2.19 -0.47
H 1.59 1.97 1.06 0.41
H 0.93 0.58 1.96 0.35
H -0.81 2.32 1.65 0.38
H -0.57 2.25 -0.11 0.34
H -1.11 0.22 -1.34 0.34
H -1.76 -1.20 -0.49 0.37
H 0.41 -1.50 0.68 0.30
H 2.20 0.04 -0.13 0.25
H -1.41 -0.01 1.58 0.38
H -2.43 0.87 0.59 0.35
H -0.31 -3.02 -3.23 0.34
H 2.72 -2.09 -1.73 0.32
```

=====

Number 1: energy -1011.059936 hartree. Number 2: energy -3032.336940 hartree. Number 3: energy -889.663069 hartree. Number 4: energy -14935.372073 hartree. Number 5: energy -2201.495480 hartree. Number 6: energy -444.281791 hartree.